ORCA calculation (wB97M-V/def2-TZVPD) on a structure of composition C2H3O2P at a distorted geometry.

Atoms and positions in Å:
C  -0.080  -0.781  1.166
C  -0.824  -0.405  0.157
O  0.501  -1.292  2.054
O  1.549  -0.265  -0.592
P  0.360  0.584  -0.736
H  -1.905  -0.510  0.132
H  0.351  1.728  -0.086
H  0.048  0.941  -2.096

Values from the calculation:
HOMO-LUMO gap = 10.021 eV
Relative energy (zero: lowest compared OMol25 entry of this formula, charge and spin) = 1.170 eV
E_HOMO = -0.3600 Eh
Charge = 0
DFT total energy = -15504.7724 eV
LUMO = 0.225 eV

Electronic structure analysis, Löwdin charges in units of e: C -0.30; C -0.20; O 0.19; O -0.41; P 0.64; H 0.08; H -0.02; H 0.02